(1)
C20H34N4O4 in the gas phase, computed with ωB97M-V/def2-TZVPD.

The geometry in XYZ format:
```
62
Properties=species:S:1:pos:R:3:forces:R:3
C 0.485525 1.093554 -2.821255 -0.2299 0.1236 0.0373
C -0.988489 1.232528 -2.462872 0.1185 -0.2667 -0.2148
H -1.119993 1.130157 -1.384879 -0.0798 0.0300 0.0146
C -1.838947 0.171126 -3.165169 0.1414 0.3037 0.2081
N -3.215492 0.197148 -2.706617 0.0077 -0.1209 -0.0653
C -4.019297 1.246449 -3.310090 -0.3495 0.0464 0.0761
H -4.561689 0.869568 -4.194673 0.1216 0.0354 0.0109
C -5.012715 1.839994 -2.309953 0.2936 0.1350 -0.1285
C -4.303280 2.659443 -1.241137 -0.1887 -0.1104 -0.0734
H -3.526642 2.062575 -0.771884 0.1047 -0.0043 0.0854
H -3.843928 3.544513 -1.676846 0.0729 0.1180 -0.0393
H -5.002451 2.973501 -0.471385 0.0121 0.0653 0.1302
H -5.721230 2.471121 -2.850812 -0.0968 -0.0550 0.0007
H -5.575035 1.035276 -1.835561 -0.1298 -0.0695 -0.0305
H -3.353013 2.041229 -3.649136 0.0077 0.0148 -0.0566
C -3.875243 -1.092286 -2.653510 -0.0322 -0.0666 0.4493
H -4.877911 -1.024553 -3.085556 0.0227 -0.0513 -0.0505
C -4.025464 -1.598351 -1.205417 -0.3545 -0.1097 -0.5208
N -2.756253 -1.631939 -0.517627 0.4597 -0.0387 0.1260
C -2.436329 -0.679062 0.373220 0.4938 0.0083 0.0683
C -1.247598 -0.226905 0.947378 -0.2014 -0.3457 -0.2823
N 0.056807 -0.528817 0.795544 -0.3727 -0.1199 -0.2737
H 0.305207 -1.380279 0.310756 -0.0597 0.0723 0.0223
C 1.059897 0.020729 1.684599 0.4294 -0.1435 0.1222
C 2.349805 0.295925 0.909362 -0.1250 0.2836 0.2951
H 2.156262 0.998856 0.098772 -0.0402 -0.0049 -0.0665
C 3.406214 0.870764 1.856231 0.1168 -0.0189 -0.4154
N 3.624044 -0.032299 2.961493 -0.0223 0.1728 -0.0248
C 4.721135 -0.810693 3.108372 0.1634 0.1870 -0.0185
O 4.841391 -1.656335 3.963888 0.1661 -0.3534 0.1739
O 5.688744 -0.503929 2.210061 -0.3394 0.1240 -0.0324
C 6.894912 -1.255826 2.322364 0.3382 -0.4142 0.1181
C 6.777348 -2.614948 1.646618 -0.1370 0.3680 0.1561
H 6.489526 -2.495419 0.604424 0.0164 -0.0202 -0.1059
H 6.028113 -3.214211 2.157868 -0.0171 -0.0738 0.0150
H 7.732520 -3.129697 1.694911 0.1131 -0.0887 -0.0219
H 7.654640 -0.638760 1.837609 -0.0872 -0.0516 0.0925
H 7.138014 -1.383984 3.381859 0.0219 0.0888 -0.1805
C 2.441544 -0.310916 3.746409 -0.0820 -0.3940 0.1947
C 1.352148 -0.918148 2.862117 0.0022 0.4189 0.0387
H 0.445178 -1.070435 3.448307 -0.0585 -0.0399 -0.0043
H 1.691088 -1.887152 2.486322 -0.0049 -0.0607 -0.0219
H 2.724105 -0.999368 4.543751 -0.0810 0.1730 -0.0455
H 2.082108 0.625047 4.185582 0.0094 -0.0245 0.0315
H 4.348616 1.029388 1.334734 -0.1522 0.0928 0.0756
H 3.054233 1.827463 2.257688 0.0492 0.0083 -0.0516
H 2.723564 -0.636168 0.477813 0.0378 -0.0596 -0.0649
H 0.655800 0.961047 2.071296 0.0309 -0.0488 -0.0233
C -1.947462 0.779390 1.758171 0.3739 0.5290 0.3331
O -1.592800 1.656962 2.513355 -0.1512 -0.2415 -0.1343
C -3.247721 0.240424 1.191197 -0.6914 -0.1120 0.0840
O -4.432327 0.414807 1.354899 0.2833 0.0500 -0.0925
H -2.001201 -2.087150 -1.013423 -0.0427 0.0622 0.1442
H -4.683173 -0.939208 -0.640183 -0.0261 -0.0602 -0.0191
H -4.453747 -2.606445 -1.221351 -0.0698 0.0955 0.0447
H -3.319181 -1.843921 -3.232615 -0.0641 0.0553 -0.0379
H -1.411750 -0.809779 -2.938701 -0.0126 -0.0038 -0.0520
H -1.770158 0.311198 -4.258567 0.0312 -0.0916 0.0242
H -1.335931 2.227261 -2.742137 -0.0746 0.0729 0.0564
H 0.628190 1.183153 -3.896218 0.1017 0.0005 -0.1197
H 1.068814 1.870638 -2.333720 0.1388 0.0390 0.0104
H 0.870955 0.125756 -2.505674 0.0941 -0.1098 0.0295
```
Positions in Å, forces in eV/Å.

Results
Energy relative to the best compared isomer or geometry (same formula, charge and spin): 1.326 eV
Structure (SMILES): CCCN(CCC)CCNc1c(NC2CCN(C(=O)OCC)CC2)c(=O)c1=O
Multiplicity: 1

(2)
2 unconnected molecules or ions with the total composition C20H35BF6N2O9S3, computed with ωB97M-V/def2-TZVPD.

The geometry in XYZ format:
```
76
Properties=species:S:1:pos:R:3:forces:R:3
O -2.644907 3.579977 1.660123 0.1350 -2.5221 -0.6419
C -2.358067 3.060406 0.289150 -1.5149 0.4384 -1.3424
C -2.515255 1.434760 0.148424 0.8481 0.6036 -0.6034
C -1.235074 0.574302 0.756656 0.2140 0.3553 -2.2290
C 0.234685 1.259185 0.407646 -0.7633 0.8137 0.5389
C 0.435701 1.641428 -1.174035 1.2965 0.5333 0.0084
C 1.086955 0.455283 -2.099866 0.4834 -0.0082 -0.2339
S -0.211372 0.072247 -3.447248 0.8417 0.5941 -0.6911
C 0.691029 0.205277 -5.083078 2.3185 -1.2656 -1.8351
S 1.613724 -1.181342 -5.560231 -1.7966 3.0016 1.0897
N 0.669962 1.377698 -6.038217 -0.5647 -0.4835 3.0566
C -0.523317 2.284803 -5.835494 -0.7154 1.5289 -1.1443
C -0.217989 3.586457 -4.871024 -0.9710 -0.0844 0.4044
O 0.928046 3.304162 -3.991075 0.3518 -0.0698 -2.0695
C 2.178753 3.116925 -4.775588 0.3336 0.0242 0.1137
C 1.982520 2.130475 -6.077194 1.2108 0.6495 -0.1178
C -1.396558 -0.960268 0.168187 -1.5672 -0.2194 -0.4067
O -1.192227 -2.020708 1.166779 1.5986 2.2109 0.5564
C -0.071605 -1.680838 2.094161 -0.8492 -0.9376 -0.4312
C 0.188126 -3.082624 2.968784 -0.3307 1.0496 0.7325
B 1.285391 -3.975613 2.107599 1.6878 -1.7691 -1.5787
O 0.856226 -5.089213 1.194957 0.9853 3.7986 0.0695
O 2.769212 -3.730864 2.132175 -3.0852 -1.2526 -1.4340
C -0.601102 -0.433826 3.015727 1.1749 -1.1352 2.5681
C 0.553169 0.330244 3.891057 0.4256 -0.1337 0.8874
C 2.033364 -0.372330 3.864941 -0.0466 0.4659 0.7135
O 2.988813 0.667293 4.374115 -1.5306 -1.6696 1.8361
C 3.043300 0.640989 5.847221 1.0438 0.4616 0.0812
C 4.524510 -0.037026 6.225579 0.1183 -0.0319 -1.2659
F 5.555830 0.913627 5.664208 -2.9080 -3.3172 2.4104
F 4.660966 -1.286665 5.439778 -0.0368 3.6768 2.9569
F 4.693702 -0.295984 7.673959 -0.0743 0.8236 -4.9463
N -1.380937 0.628889 2.272219 -1.8661 -0.9549 -0.6083
H -3.222021 2.878710 2.086757 0.7185 1.5004 -0.7913
H -3.209773 3.537863 -0.397770 1.8754 -1.1152 1.2809
H -1.348132 3.501259 -0.104482 -1.8455 -1.0155 1.0984
H -3.546491 1.140979 0.630028 2.0094 0.2278 -0.7535
H -2.597850 1.141087 -0.998701 0.1693 0.7141 2.4269
H 0.258214 2.278077 1.029217 0.0202 -2.0306 -1.3233
H 1.110277 0.606245 0.851190 -1.7607 1.1800 -1.1323
H 1.208475 2.550251 -1.201806 -1.7438 -1.9522 0.0832
H -0.527599 2.028269 -1.717092 1.7963 -0.8398 1.3344
H 2.102217 0.782687 -2.621362 -2.2955 -0.6837 1.1944
H 1.256688 -0.568049 -1.543845 -0.2651 2.1818 -0.9803
H -1.488569 1.719405 -5.477070 2.2662 0.8589 -0.5887
H -0.792862 2.726373 -6.911366 0.5672 -1.0220 2.2226
H -0.107086 4.606264 -5.480398 0.1346 -2.2553 1.1690
H -1.158179 3.743310 -4.155048 2.1637 -0.3612 -1.4466
H 2.554257 4.182698 -5.110789 -0.6054 -2.0956 0.5759
H 2.994853 2.614392 -4.065380 -1.9967 1.2722 -1.2994
H 2.876079 1.370941 -6.076476 -1.9954 1.3450 -0.1117
H 2.110448 2.799601 -7.050073 -0.7557 -1.6126 1.8803
H -2.532479 -1.057120 -0.186071 2.5022 -0.1635 0.8208
H -0.749879 -1.182055 -0.784342 -1.0048 0.7494 1.8777
H 0.899932 -1.471355 1.476831 -1.8114 0.0562 1.1399
H 0.579059 -2.817619 4.064623 -0.7210 -0.4740 -2.4099
H -0.855915 -3.613872 3.107102 2.1436 1.0380 -0.5496
H 0.888560 -4.711170 0.247200 -0.2814 -1.1026 2.0017
H 3.182216 -4.317539 1.404499 -1.0739 1.2154 1.8176
H -1.361619 -0.905543 3.806005 1.6321 0.9111 -1.9563
H 0.711949 1.467316 3.614470 -0.4060 -2.3067 0.2156
H 0.198634 0.326463 5.030176 0.7543 0.0937 -2.4738
H 2.430166 -0.663782 2.802322 -0.8934 0.4451 2.1994
H 2.021233 -1.272132 4.634204 0.2488 1.6390 -2.0107
H 2.144235 0.076141 6.357645 2.0159 0.9042 -1.0360
H 3.066360 1.753437 6.219532 0.0783 -2.2530 -0.6243
H -2.411563 0.449450 2.468347 1.5169 0.2194 -0.3303
H -1.200484 1.609877 2.578413 0.1372 -0.8181 -0.1039
C -4.681856 -4.673984 -2.298309 -0.8984 -0.8699 -1.4189
F -4.876941 -3.806052 -3.342506 0.3407 -0.4999 1.1160
F -5.927036 -5.146879 -1.969862 1.2700 0.5993 0.0322
F -4.004560 -5.744184 -2.825441 -0.3835 1.1155 0.7700
S -3.794647 -3.888410 -0.853272 1.1524 0.3556 2.2840
O -4.652540 -2.775643 -0.423057 0.2955 -0.6868 -0.8432
O -2.497461 -3.445188 -1.382168 -1.0588 -0.3425 -0.2890
O -3.673881 -4.947644 0.157732 -0.4592 0.7035 -1.5119
```
Positions in Å, forces in eV/Å.

Results
Calculated total energy: -3387.980630 hartree
Multiplicity: 1

(3)
A molecular structure, C20H35Cl2CoN2OP, computed with ωB97M-V/def2-TZVPD.

The geometry in XYZ format:
```
62
Properties=species:S:1:pos:R:3:forces:R:3
Co -0.836435 -1.533440 -0.546912 1.8374 2.2662 0.3512
Cl -1.992522 -0.180189 -1.766692 -0.5842 0.5497 -0.1866
Cl 1.202360 -2.174570 -0.645617 0.4781 -0.6906 -0.1456
H -1.798679 -2.826286 -0.773768 -0.7831 -0.4642 1.5266
H -1.947915 -2.613231 0.056340 -0.2776 -0.4043 -0.5054
P -1.844073 -4.085548 -2.312054 -0.7572 -1.6354 -1.7703
C -3.004729 -3.493246 -3.687245 0.2744 -0.0038 0.4555
C -1.016916 -5.479531 -3.274189 -0.0275 0.1258 0.2008
C -3.101794 -5.096395 -1.311838 0.3630 0.4933 -0.4070
C -2.447359 -2.255228 -4.374942 0.0089 0.5165 -0.0099
H -3.890942 -3.204807 -3.096871 0.0681 0.0200 -0.3455
C -3.392886 -4.518038 -4.757562 -0.3954 0.1422 -0.0176
H -2.545802 -4.739800 -5.421365 -0.3854 0.0448 0.1711
H -4.193182 -4.068337 -5.361755 0.1848 -0.1221 -0.0312
H -3.784562 -5.447704 -4.341784 0.1736 0.2008 -0.3617
H -2.147555 -1.487474 -3.651952 -0.0686 -0.3052 -0.3535
H -3.222371 -1.816269 -5.015458 0.0973 -0.0416 -0.0031
H -1.587294 -2.486818 -5.013197 -0.1141 -0.0423 0.1137
H -3.896617 -4.345271 -1.192779 -0.0426 -0.2403 0.1656
C -2.562554 -5.463936 0.063640 -0.0422 -0.1839 0.2781
C -3.679622 -6.330339 -2.012506 -0.3139 0.0488 0.4128
H -4.361059 -6.056590 -2.819864 0.1759 -0.1914 0.1973
H -4.276663 -6.878289 -1.274590 0.0462 -0.0765 -0.0855
H -2.897130 -7.006412 -2.378847 -0.3685 0.1617 0.0544
H -2.208836 -4.597225 0.625856 0.0149 -0.1684 -0.0388
H -1.750905 -6.194825 0.010598 -0.0347 0.1788 -0.0281
H -3.363074 -5.937589 0.640662 0.0356 0.0830 0.0738
C -0.091559 -4.924755 -4.358680 0.3538 -0.0001 0.0936
H -1.818314 -6.038203 -3.776425 0.2222 0.1912 0.1686
C -0.286540 -6.444579 -2.339535 0.3627 0.0133 -0.0554
H -0.629261 -4.427452 -5.173195 0.1442 -0.0659 0.2806
H 0.476477 -5.755009 -4.798303 -0.0465 0.1354 0.0127
H 0.629139 -4.213318 -3.937063 -0.0843 -0.0931 -0.0870
H 0.377810 -5.895946 -1.659749 -0.0639 -0.1630 -0.0656
H 0.332008 -7.125001 -2.941169 -0.0615 0.0802 0.1557
H -0.967388 -7.064813 -1.743753 0.1873 0.2340 -0.1319
C 1.812658 4.948500 1.628634 0.1355 0.0891 0.0809
N 1.004435 3.867505 1.122552 -0.2256 1.8111 0.0003
N 1.411071 2.585521 1.232401 -0.2981 -2.2635 0.1922
C 0.504027 1.757487 0.526546 -0.2022 1.7759 -0.1671
O 0.432456 0.529693 0.675471 -0.0889 -1.3256 -0.1536
C -0.308993 2.691903 -0.219247 0.2801 -0.4908 0.5522
C -0.012745 3.952981 0.229686 -0.3720 0.3181 -0.3499
C -0.577416 5.292253 -0.118511 -0.2934 0.3676 -0.2874
C 2.350957 2.184018 2.197230 -0.9638 -0.3673 -1.2737
C 2.323419 2.756953 3.467503 0.3678 0.9962 1.5561
C 3.483941 2.683268 4.234096 -0.6187 -0.2738 -0.0691
C 4.516187 1.812714 3.859703 0.8376 1.1262 0.9992
C 4.482104 1.158077 2.627123 -1.4291 -0.7635 -1.2913
C 3.347512 1.274043 1.823893 1.3398 -0.2824 0.2759
H 2.869059 4.731728 1.450808 0.0053 -0.0792 0.1393
H 1.654357 5.092125 2.702069 0.2270 -0.0632 -0.1122
H 1.577722 5.892051 1.138895 -0.2033 -0.1894 -0.2523
H -1.101669 2.369351 -0.862407 -0.2288 0.1173 -0.1475
H -0.907068 5.883524 0.757705 0.2345 -0.3557 -0.1774
H 0.174530 5.904791 -0.648719 -0.2574 -0.0957 0.1209
H -1.458888 5.219463 -0.780975 0.4671 -0.2305 0.2515
H 1.409518 3.259135 3.817385 0.5629 -0.0249 -0.0930
H 3.596977 3.326382 5.108012 -0.1960 -0.4952 0.1884
H 5.355564 1.664019 4.535404 0.0469 0.2204 -0.1844
H 5.317068 0.561050 2.287097 -0.0438 -0.3005 0.1242
H 3.189590 0.692405 0.917934 0.3392 0.1858 -0.0047
```
Positions in Å, forces in eV/Å.

Results
Total charge: -1
Calculated total energy: -3612.257073 hartree
Multiplicity: 5

(4)
A molecular structure, C20H35Cl2MgN4O3S, computed with ωB97M-V/def2-TZVPD.

The geometry in XYZ format:
```
66
Properties=species:S:1:pos:R:3:forces:R:3
O 0.688441 -0.072701 -4.572738 -0.6983 0.7492 -1.3198
C -0.183258 0.379645 -5.291168 0.4932 -0.6370 0.5991
C -0.032175 1.582994 -6.169741 0.2664 0.1750 -0.1352
C 1.074880 2.424086 -5.999504 -0.2210 0.1152 -0.2621
H 1.805871 2.183469 -5.228785 -0.2286 0.0505 -0.1215
C 1.224655 3.546219 -6.812531 -0.2436 -0.1605 -0.1118
H 2.081428 4.200549 -6.661140 -0.2007 -0.0756 -0.0916
C 0.281287 3.824479 -7.814087 -0.1337 -0.3231 0.1662
H 0.403783 4.707145 -8.449157 -0.0666 -0.3261 0.2328
C -0.816806 2.968010 -8.001781 0.2838 0.0881 0.0772
H -1.549560 3.180355 -8.788023 0.3043 -0.0934 0.3244
C -0.968117 1.845379 -7.181579 0.2632 0.1532 0.2687
H -1.808051 1.158917 -7.311836 0.1725 0.2530 0.0311
H -1.187010 -0.104146 -5.354080 0.3085 0.0427 0.1297
C -2.444878 1.936529 -0.148729 -0.7175 0.7108 0.2561
C -2.086762 0.894320 0.805847 2.9970 -2.2626 -1.0234
H -3.419978 2.399042 0.084940 -0.2025 0.4704 -0.3324
H -2.475926 1.501342 -1.161685 -0.1130 0.1887 0.2816
H -1.659219 2.710580 -0.172602 -0.3101 -0.1475 0.0300
C -2.564982 0.373569 1.911384 -1.0686 0.5294 0.7038
C -3.719444 0.931358 2.732238 -0.0932 -0.0539 -0.2378
H -2.136340 -0.540565 2.347764 0.1588 0.1380 0.0618
H -4.175928 1.762308 2.181279 -0.0670 -0.0233 0.2217
H -3.367421 1.300899 3.705180 -0.1473 0.0021 0.0137
H -4.486378 0.165215 2.905156 -0.1183 0.0745 0.1614
Mg 0.032293 -0.080455 0.033486 -1.9565 0.6646 0.7865
Cl 0.929680 1.977403 0.538453 1.0706 0.7053 -0.1827
Cl -0.868270 -0.549671 -2.043031 0.0566 -0.2842 -0.7854
H 3.889489 0.389998 -2.698669 -0.1598 -0.1044 0.1324
H 5.494599 0.951757 -0.945593 0.0317 -0.0084 0.0679
C 3.039524 0.340279 -2.004534 -0.2341 0.2777 0.1716
C 4.661890 1.042161 -0.242552 0.0266 -0.2577 -0.0258
N 3.576049 0.169773 -0.652226 0.1042 -0.1242 0.0095
H 2.381800 -0.497448 -2.264465 0.1331 0.2759 0.1275
C 2.985387 -0.605046 0.263789 -1.2105 0.0001 -0.3910
O 1.846958 -1.100662 0.147469 1.6165 0.1128 -0.0883
H 4.978619 0.721811 0.754551 0.0934 0.2346 -0.1511
H 3.592294 -0.804765 1.163408 -0.1768 0.2156 -0.1020
H 2.466005 1.277894 -2.084617 0.0691 -0.3323 0.1346
H 4.347443 2.093545 -0.204495 -0.1444 -0.2781 0.0463
H -1.351074 -5.127503 2.131048 -0.0278 0.0561 0.1598
H -0.342272 -6.016182 0.001782 0.0045 0.1980 -0.0494
C -1.837337 -4.327509 1.566913 0.1903 -0.0939 -0.1702
C -0.832385 -5.191026 -0.531571 -0.1239 0.3811 -0.0418
N -1.069222 -4.067836 0.361817 -0.4620 -0.7907 0.3422
H -1.897216 -3.417409 2.162639 0.0239 -0.0411 -0.1022
C -0.607732 -2.852977 0.070309 0.5687 2.1552 0.7670
O -0.599438 -1.869246 0.846746 -0.3809 -2.4649 -1.0798
H -0.183782 -4.836908 -1.337794 -0.1202 -0.2303 0.0618
H -0.228089 -2.754722 -0.956051 0.1148 -0.0209 0.1770
H -2.841539 -4.668992 1.293294 0.0308 0.0976 0.0598
H -1.767086 -5.577007 -0.961337 0.1112 0.1226 0.0730
C 0.987805 1.278741 6.792166 -0.3963 0.2457 -0.0502
N 0.329728 1.091614 5.495961 0.2098 0.2776 0.0577
C 0.431238 -0.115839 4.857675 0.9986 -0.4188 -1.5967
S 1.034078 -0.274794 3.287434 -0.3757 0.1297 1.3452
N 0.068577 -1.211259 5.582437 -0.7248 -0.1871 0.1164
C -1.074693 -1.126154 6.511077 0.2379 -0.3053 0.0518
H 0.985553 0.346731 7.357871 0.1009 0.0965 -0.1218
H 0.423644 2.022279 7.358064 0.0756 -0.0102 0.1178
H 2.014842 1.649215 6.674480 -0.0970 -0.2283 -0.0040
H 0.501294 1.852319 4.846628 0.0123 -0.2531 0.0382
H 0.107040 -2.058274 5.005169 -0.0020 0.6546 0.3963
H -1.949526 -1.630254 6.077187 0.1328 0.2756 0.1030
H -0.821975 -1.623518 7.452632 -0.0655 0.0090 -0.0352
H -1.312331 -0.079032 6.737818 0.0263 -0.3894 -0.2896
```
Positions in Å, forces in eV/Å.

Results
Total charge: -1
Energy relative to the best compared isomer or geometry (same formula, charge and spin): 3.847 eV
Multiplicity: 1

Among the records above, which one has the highest multiplicity?
C20H35Cl2CoN2OP